[1]
{
  "formula": "C11H12BrNO3ReS2",
  "method": "ωB97M-V with the def2-TZVPD basis set",
  "spin_multiplicity": 2,
  "orbital_gap_ev": [6.3, 6.5],
  "e_tot_ha": -4155.45152,
  "charge": 0,
  "e_lumo_ev": [-1.0, -1.0],
  "relative_energy_kj_mol": 231.7,
  "symbols": ["Re", "C", "C", "S", "C", "C", "S", "H", "H", "H", "H", "H", "H", "Br", "C", "C", "C", "C", "C", "N", "C", "O", "O", "H", "H", "H", "C", "O", "H", "H", "H"],
  "positions_angstrom": [[0.419686, 0.888996, -0.063389], [-4.400305, -0.894041, 0.559785], [-3.012974, -0.571706, 0.007888], [-1.268740, 1.551800, -1.328018], [-1.958200, -1.609678, 0.251186], [-2.345603, -3.045457, 0.523421], [-0.336692, -1.283606, 0.247730], [-5.032744, -0.008670, 0.484652], [-4.364308, -1.186299, 1.610353], [-4.891150, -1.695846, 0.002904], [-3.423093, -3.177411, 0.579937], [-1.906264, -3.393432, 1.460241], [-1.962910, -3.698985, -0.263235], [2.939753, -1.981751, 0.043281], [3.536618, -0.211879, 0.107578], [4.909503, -0.017448, 0.086675], [5.400415, 1.269631, 0.148013], [4.502089, 2.317909, 0.247150], [3.156016, 2.038212, 0.255738], [2.648384, 0.781510, 0.172146], [2.178893, 3.197753, 0.364599], [2.609775, 4.310981, 0.533903], [0.926869, 2.853192, 0.250999], [5.559750, -0.876440, 0.023307], [6.468407, 1.448224, 0.122641], [4.795629, 3.355325, 0.313522], [-3.153783, -0.247939, -1.489980], [-1.959137, 0.221352, -2.093632], [-2.647942, 0.340735, 0.484620], [-3.413084, -1.147395, -2.053267], [-3.974867, 0.472352, -1.590742]],
  "atomic_forces_ev_per_a": [[-0.9287, 0.2649, -0.3409], [-0.0035, -0.0719, 0.0730], [0.0479, -0.0607, 0.0026], [1.0102, -0.3524, 0.3500], [-0.1667, -0.1586, -0.0135], [0.0859, 0.1173, -0.0605], [0.0886, 0.0130, 0.0601], [0.0176, -0.0067, 0.0029], [0.0260, 0.0128, -0.0303], [0.0135, 0.0298, -0.0019], [0.0243, 0.0113, -0.0024], [-0.0016, 0.0321, -0.0176], [-0.0003, 0.0207, -0.0106], [-0.1511, -0.1535, -0.0450], [0.0843, 0.0099, -0.0056], [-0.0161, -0.0253, 0.0216], [0.0963, 0.0518, 0.0017], [0.0641, -0.0212, 0.0108], [-0.0517, -0.0404, 0.0436], [0.0116, 0.3228, -0.1323], [-0.5139, -0.3057, -0.0515], [0.0296, 0.1531, 0.0264], [0.4486, 0.1008, 0.0275], [0.0056, 0.0121, -0.0033], [-0.0437, -0.0034, 0.0065], [0.0197, -0.0178, 0.0063], [0.1701, -0.0936, 0.0072], [-0.3222, -0.0034, 0.0998], [-0.0527, 0.0822, 0.0287], [-0.0779, -0.0043, 0.0167], [0.0860, 0.0841, -0.0701]],
  "lowdin_spin": [0.6894, 0.0021, 0.0297, -0.0198, 0.2307, 0.0347, -0.0358, 0.0001, -0.0001, 0.0000, -0.0004, 0.0091, 0.0111, 0.0054, -0.0071, 0.0015, -0.0100, 0.0017, -0.0087, 0.0008, 0.0057, 0.0050, 0.0299, 0.0002, -0.0006, 0.0003, 0.0180, -0.0004, 0.0050, 0.0000, 0.0022]
}


[2]
{
  "formula": "C11H12ClN3O3P",
  "method": "ωB97M-V with the def2-TZVPD basis set",
  "orbital_gap_ev": 7.1,
  "e_tot_ha": -1617.58967,
  "charge": 1,
  "e_lumo_ev": -4.9,
  "symbols": ["N", "P", "O", "N", "C", "C", "C", "Cl", "C", "C", "H", "H", "H", "H", "H", "H", "H", "C", "C", "C", "C", "C", "C", "N", "O", "O", "H", "H", "H", "H", "H"],
  "positions_angstrom": [[0.636452, -1.710747, -0.109459], [1.745960, -0.773790, 0.805874], [1.369783, 0.814274, 0.658011], [1.499790, -1.083572, 2.577097], [2.147290, -2.130299, 3.105345], [2.063576, -2.425932, 4.433822], [1.279418, -1.605937, 5.243563], [1.183535, -1.978589, 6.915941], [0.597244, -0.529184, 4.680657], [0.738078, -0.288760, 3.346243], [1.148240, -1.954817, -0.958271], [0.410224, -2.603470, 0.327505], [2.230059, 1.251145, 0.775312], [2.768094, -2.752193, 2.460749], [2.621088, -3.278517, 4.809481], [-0.003955, 0.110143, 5.321290], [0.225347, 0.573589, 2.924891], [-1.455513, 1.742206, -1.512965], [-0.968377, 0.570219, -2.078212], [-1.091809, 0.356996, -3.442517], [-1.698311, 1.323247, -4.224614], [-2.194069, 2.490928, -3.674019], [-2.071115, 2.698903, -2.308564], [-1.807023, 1.107223, -5.675734], [-1.377414, 0.061688, -6.121121], [-2.314912, 1.986597, -6.338393], [-1.353761, 1.910988, -0.447720], [-0.491806, -0.175419, -1.455121], [-0.712958, -0.555016, -3.881949], [-2.670883, 3.238806, -4.291469], [-2.452274, 3.609291, -1.865653]],
  "atomic_forces_ev_per_a": [[-0.0169, 0.4531, 1.2771], [2.9459, -0.0683, -1.7440], [-0.7568, -1.1257, 0.5880], [-1.4615, 0.2496, -0.5575], [0.4448, -0.5659, -0.0939], [0.0709, -0.0799, 0.1557], [0.1322, -0.5069, 0.4338], [-0.1020, 0.2954, -0.4405], [0.0937, -0.0954, 1.0130], [-0.5029, 0.4561, 0.2905], [-0.0698, 0.1750, 0.0336], [-0.3584, 0.2231, 0.0977], [-0.2244, 0.2466, -0.2234], [-0.2043, 0.3768, -0.1501], [-0.1930, 0.2052, 0.1226], [0.0591, -0.0474, -0.2722], [0.2721, -0.3279, -0.4131], [0.0062, -0.0071, -0.0071], [-0.0605, 0.1766, -0.0276], [0.1510, -0.2436, 0.0767], [0.0339, 0.0572, 0.3281], [-0.1157, 0.2452, -0.0116], [0.0742, -0.1238, 0.0661], [-0.0324, -0.0448, -0.2444], [0.0078, 0.0143, 0.0874], [0.0021, 0.0028, 0.0830], [-0.0072, 0.0043, -0.0198], [-0.1518, 0.0924, -0.1120], [-0.0700, 0.0829, -0.1675], [0.0451, -0.1131, -0.1238], [-0.0113, -0.0069, -0.0447]],
  "nbo_charge": [-1.1465, 1.3700, -0.9550, -0.5547, 0.0868, -0.2486, 0.0640, 0.1358, -0.2510, 0.0905, 0.4192, 0.4130, 0.5212, 0.2535, 0.2736, 0.2732, 0.2622, -0.1858, -0.2261, -0.2146, 0.0927, -0.2038, -0.2056, 0.5161, -0.3724, -0.3592, 0.2095, 0.2147, 0.2451, 0.2557, 0.2263]
}


[3]
{
  "formula": "C11H12ClNS",
  "method": "ωB97M-V with the def2-TZVPD basis set",
  "orbital_gap_ev": 8.2,
  "e_tot_ha": -1339.36851,
  "charge": 0,
  "smiles": "CC(C)(C)/C(Cl)=N/C#Cc1cccs1",
  "e_lumo_ev": 0.2,
  "relative_energy_kj_mol": 107.0,
  "symbols": ["C", "C", "C", "C", "C", "C", "C", "C", "C", "C", "C", "N", "S", "Cl", "H", "H", "H", "H", "H", "H", "H", "H", "H", "H", "H", "H"],
  "positions_angstrom": [[-1.861592, 0.041505, -0.078348], [-6.642989, 0.093653, -1.007575], [-5.306775, 0.172202, -1.341942], [-6.882336, -0.094823, 0.330034], [-4.481165, -0.000717, -0.240291], [-3.049261, -0.158432, -0.235253], [0.416553, 0.616569, 0.009799], [2.719940, 0.195836, -0.898947], [1.875219, -1.222580, 0.966248], [2.526602, 1.349048, 1.299785], [1.817269, 0.234891, 0.448662], [-0.571828, -0.132285, 0.144848], [-5.410267, -0.240410, 1.210635], [0.141367, 2.195453, -0.691822], [-7.374877, 0.214397, -1.709454], [-4.786133, 0.335309, -2.206793], [-7.823562, -0.264149, 0.890006], [3.760201, -0.030878, -0.495885], [2.721130, 1.122386, -1.292981], [2.244231, -0.438842, -1.647661], [0.949987, -1.644513, 0.680785], [2.010509, -1.101777, 2.012556], [2.771583, -1.711874, 0.438070], [2.017394, 1.269894, 2.261435], [3.518726, 1.039769, 1.473904], [2.339242, 2.391073, 0.979404]],
  "atomic_forces_ev_per_a": [[-0.5401, -0.5423, -0.4452], [0.0288, 0.0170, 1.6691], [1.5620, -0.4725, 3.1484], [-0.1457, -0.4771, 0.5443], [0.1590, -0.6515, -0.0069], [-0.5125, 1.2363, 0.4641], [-0.0479, 0.3874, 0.4092], [-0.3398, -2.0832, 2.8142], [1.9182, 1.5413, -1.1886], [-3.0883, -0.8297, 0.6533], [1.7793, 0.7415, -3.0061], [0.2008, -0.9869, 0.6308], [0.0168, 0.0654, -0.7736], [0.3888, 0.4180, -0.1131], [-2.0013, 0.1995, -1.5723], [0.4118, 0.3547, -2.5613], [0.7108, 0.3833, -0.7426], [-1.3154, -0.2061, -1.1551], [0.2547, 3.3290, -1.4092], [0.6329, -0.5847, 0.1751], [-0.7229, -1.0407, 0.0888], [0.0428, -0.8244, 1.1105], [-1.4734, 0.3981, 1.2365], [0.1453, 0.2644, 0.4221], [1.3580, 0.1197, -0.0915], [0.5772, -0.7566, -0.3012]],
  "nbo_charge": [0.1784, -0.2534, -0.2307, -0.4142, -0.2646, -0.0607, 0.3469, -0.5827, -0.6071, -0.6110, -0.0929, -0.4861, 0.4654, -0.0314, 0.2190, 0.2273, 0.2440, 0.2108, 0.2005, 0.2133, 0.2443, 0.2118, 0.2133, 0.2075, 0.2165, 0.2357]
}


Number 1 is which compound? C11H12BrNO3ReS2


Number 3 is which compound? C11H12ClNS